(1)
{"formula": "C28H84F6N7O7P", "method": "the ωB97M-V functional and the def2-TZVPD basis", "species": ["C", "C", "C", "O", "C", "N", "H", "H", "H", "H", "H", "H", "H", "H", "H", "H", "H", "H", "C", "C", "C", "O", "C", "N", "H", "H", "H", "H", "H", "H", "H", "H", "H", "H", "H", "H", "C", "C", "C", "O", "C", "N", "H", "H", "H", "H", "H", "H", "H", "H", "H", "H", "H", "H", "C", "C", "C", "O", "C", "N", "H", "H", "H", "H", "H", "H", "H", "H", "H", "H", "H", "H", "C", "C", "C", "O", "C", "N", "H", "H", "H", "H", "H", "H", "H", "H", "H", "H", "H", "H", "C", "C", "C", "O", "C", "N", "H", "H", "H", "H", "H", "H", "H", "H", "H", "H", "H", "H", "C", "C", "C", "O", "C", "N", "H", "H", "H", "H", "H", "H", "H", "H", "H", "H", "H", "H", "P", "F", "F", "F", "F", "F", "F"], "xyz": [[-3.166, -1.581, 6.712], [-3.893, -1.976, 5.406], [-3.328, -1.309, 4.130], [-3.733, 0.068, 4.202], [-3.416, 0.839, 3.062], [-3.930, -3.480, 5.274], [-4.512, -3.797, 6.035], [-4.350, -3.764, 4.400], [-3.012, -3.897, 5.315], [-3.719, -1.867, 7.608], [-3.040, -0.499, 6.709], [-2.218, -2.110, 6.814], [-4.960, -1.816, 5.561], [-3.609, -1.850, 3.227], [-2.238, -1.323, 4.124], [-3.796, 1.857, 3.141], [-3.931, 0.432, 2.192], [-2.340, 0.966, 2.939], [1.308, -3.514, 2.162], [0.014, -4.069, 1.480], [0.336, -4.712, 0.108], [-0.917, -5.168, -0.347], [-0.897, -5.963, -1.476], [-0.668, -5.053, 2.394], [-1.670, -5.112, 2.285], [-0.219, -5.953, 2.293], [-0.531, -4.792, 3.360], [2.006, -4.347, 2.246], [1.131, -3.130, 3.167], [1.769, -2.727, 1.567], [-0.634, -3.202, 1.353], [0.955, -5.602, 0.219], [0.735, -3.979, -0.593], [-0.533, -6.964, -1.246], [-0.303, -5.627, -2.326], [-1.927, -6.079, -1.814], [1.070, -0.653, 4.808], [1.812, 0.067, 3.744], [1.841, 1.599, 3.987], [2.781, 1.926, 5.060], [2.853, 3.219, 5.560], [3.227, -0.364, 3.721], [3.760, -0.164, 2.886], [3.754, 0.089, 4.454], [3.424, -1.336, 3.914], [1.321, -1.713, 4.793], [0.008, -0.463, 4.655], [1.320, -0.353, 5.826], [1.344, -0.127, 2.778], [0.887, 2.079, 4.204], [2.246, 2.133, 3.128], [2.068, 3.441, 6.283], [2.761, 4.023, 4.830], [3.854, 3.208, 5.991], [2.829, -1.078, -1.937], [4.277, -0.733, -2.351], [4.426, -0.671, -3.874], [5.802, -0.385, -4.098], [5.967, 0.021, -5.476], [4.619, 0.684, -1.747], [4.734, 0.770, -0.747], [5.536, 0.832, -2.142], [4.057, 1.447, -2.096], [2.207, -0.295, -2.373], [2.781, -1.146, -0.851], [2.508, -2.081, -2.217], [4.971, -1.430, -1.881], [3.689, 0.020, -4.282], [4.290, -1.684, -4.252], [5.771, -0.824, -6.136], [6.966, 0.445, -5.571], [5.276, 0.797, -5.804], [-0.443, 4.455, 0.365], [0.893, 4.682, -0.317], [1.610, 5.944, 0.105], [1.040, 7.094, -0.478], [1.871, 8.265, -0.400], [1.865, 3.561, -0.027], [2.204, 3.369, -0.959], [2.605, 3.784, 0.623], [1.386, 2.722, 0.267], [-0.261, 4.397, 1.438], [-0.908, 3.515, 0.068], [-1.096, 5.279, 0.077], [0.813, 4.679, -1.404], [2.605, 5.913, -0.340], [1.742, 6.130, 1.171], [2.922, 8.218, -0.686], [1.661, 8.500, 0.643], [1.492, 9.101, -0.987], [-2.199, 0.775, -5.255], [-1.413, 2.036, -4.856], [-2.175, 2.878, -3.865], [-1.465, 4.103, -3.383], [-1.404, 5.163, -4.196], [-0.037, 1.643, -4.197], [0.581, 2.377, -3.883], [-0.163, 1.166, -3.316], [0.524, 1.161, -4.886], [-2.167, 0.036, -4.454], [-1.819, 0.419, -6.212], [-3.222, 1.062, -5.499], [-1.173, 2.661, -5.716], [-2.288, 2.257, -2.976], [-3.218, 3.135, -4.048], [-0.633, 5.795, -3.754], [-2.296, 5.770, -4.349], [-0.955, 4.990, -5.174], [-4.942, -1.965, -1.632], [-3.725, -2.864, -2.008], [-2.780, -2.436, -3.096], [-1.668, -3.278, -3.309], [-0.916, -2.942, -4.494], [-2.856, -3.120, -0.795], [-1.994, -3.631, -0.922], [-2.570, -2.243, -0.382], [-3.360, -3.669, -0.113], [-5.662, -2.523, -1.034], [-5.377, -1.622, -2.571], [-4.716, -1.072, -1.049], [-3.982, -3.844, -2.412], [-2.532, -1.382, -2.971], [-3.255, -2.486, -4.076], [-0.835, -1.868, -4.665], [-1.365, -3.528, -5.296], [0.093, -3.352, -4.450], [-0.304, 0.152, 0.269], [-0.189, -1.206, -0.626], [-0.592, -0.863, 1.550], [1.262, -0.057, 0.561], [-0.234, 1.437, 1.240], [0.132, 0.995, -1.169], [-1.919, 0.131, -0.159]], "lowdin_charge": [0.002, -0.276, -0.179, -0.149, -0.080, 0.229, 0.185, 0.162, 0.157, 0.107, 0.106, 0.086, 0.170, 0.112, 0.103, 0.111, 0.090, 0.067, -0.009, -0.281, -0.140, -0.241, -0.081, 0.263, 0.167, 0.186, 0.163, 0.105, 0.061, 0.081, 0.115, 0.154, 0.140, 0.115, 0.105, 0.111, -0.022, -0.324, -0.128, -0.211, -0.076, 0.250, 0.172, 0.169, 0.173, 0.073, 0.089, 0.118, 0.101, 0.145, 0.109, 0.108, 0.092, 0.118, -0.046, -0.243, -0.198, -0.174, -0.041, 0.244, 0.159, 0.157, 0.150, 0.064, 0.059, 0.098, 0.167, 0.124, 0.156, 0.108, 0.114, 0.088, -0.004, -0.298, -0.217, -0.173, -0.042, 0.232, 0.149, 0.163, 0.101, 0.099, 0.065, 0.120, 0.149, 0.127, 0.149, 0.101, 0.104, 0.108, -0.004, -0.257, -0.118, -0.194, -0.151, 0.244, 0.148, 0.111, 0.163, 0.048, 0.106, 0.116, 0.159, 0.121, 0.158, 0.099, 0.116, 0.095, 0.017, -0.263, -0.221, -0.195, -0.039, 0.236, 0.099, 0.124, 0.163, 0.097, 0.108, 0.081, 0.168, 0.108, 0.152, 0.067, 0.117, 0.091, 0.314, -0.188, -0.190, -0.190, -0.125, -0.219, -0.163], "homo_lumo_gap_ev": 6.959, "total_charge": 6}

***

(2)
{"formula": "C2H4N2S", "method": "the ωB97M-V functional and the def2-TZVPD basis", "species": ["C", "N", "N", "C", "S", "H", "H", "H", "H"], "xyz": [[-1.440, 0.591, -0.940], [-0.377, 0.727, -0.184], [0.289, -0.438, 0.139], [1.421, -0.312, 0.913], [2.171, 1.005, 1.539], [-1.718, -0.341, -1.424], [-2.147, 1.375, -0.999], [-0.019, -1.342, -0.208], [1.819, -1.265, 1.165]], "lowdin_charge": [-0.009, -0.021, -0.112, -0.725, 0.584, 0.062, 0.049, 0.140, 0.032], "smiles": "C=NNC=S", "homo_lumo_gap_ev": 8.492}

***

(3)
{"formula": "C4H12N2", "method": "the ωB97M-V functional and the def2-TZVPD basis", "species": ["N", "C", "C", "C", "N", "C", "H", "H", "H", "H", "H", "H", "H", "H", "H", "H", "H", "H"], "xyz": [[1.641, 0.221, -1.334], [1.298, 0.306, 0.097], [1.189, -1.170, 0.517], [0.025, 1.036, 0.377], [-1.269, 0.026, -0.899], [-2.290, -0.413, 0.002], [2.148, 1.018, -1.690], [0.777, 0.061, -1.841], [2.149, 0.754, 0.626], [0.403, -1.735, 0.023], [1.041, -1.225, 1.615], [2.117, -1.699, 0.267], [0.092, 2.095, 0.564], [-0.501, 0.777, 1.310], [-0.850, 1.067, -0.521], [-2.689, 0.540, 0.516], [-3.176, -0.712, -0.571], [-2.107, -0.948, 0.942]], "lowdin_charge": [0.064, -0.438, -0.064, 0.028, 0.212, -0.106, 0.092, 0.060, 0.168, 0.071, 0.095, 0.096, 0.139, 0.120, 0.078, 0.145, 0.119, 0.122], "homo_lumo_gap_ev": [6.880, 6.034], "spin_multiplicity": 2, "total_charge": 1}

***

(4)
{"formula": "C39H80ClN5O3S", "method": "the ωB97M-V functional and the def2-TZVPD basis", "species": ["C", "C", "C", "C", "C", "C", "C", "C", "Cl", "O", "C", "O", "O", "C", "S", "C", "C", "C", "C", "C", "N", "H", "H", "H", "H", "H", "H", "H", "H", "H", "H", "H", "H", "H", "H", "H", "H", "H", "H", "H", "H", "C", "C", "N", "C", "C", "C", "C", "H", "H", "H", "H", "H", "H", "H", "H", "H", "H", "H", "H", "H", "H", "H", "C", "C", "N", "C", "C", "C", "C", "H", "H", "H", "H", "H", "H", "H", "H", "H", "H", "H", "H", "H", "H", "H", "C", "C", "N", "C", "C", "C", "C", "H", "H", "H", "H", "H", "H", "H", "H", "H", "H", "H", "H", "H", "H", "H", "C", "C", "N", "C", "C", "C", "C", "H", "H", "H", "H", "H", "H", "H", "H", "H", "H", "H", "H", "H", "H", "H"], "xyz": [[1.143, -4.701, 0.765], [0.722, -3.797, -0.528], [1.416, -2.367, -0.312], [1.238, -1.331, -1.525], [0.603, 0.105, -1.080], [-0.595, 0.056, 0.029], [-0.337, 0.981, 1.312], [-1.771, 1.068, 2.092], [-1.901, 2.506, 3.217], [-0.214, 0.394, -2.291], [-0.300, 1.836, -2.428], [-0.926, 2.453, -3.304], [0.523, 2.441, -1.383], [1.514, 1.405, -1.174], [2.454, 1.466, -2.823], [2.713, 1.643, -0.141], [3.082, 0.657, 0.981], [4.268, 0.814, 1.985], [5.051, 2.163, 1.748], [4.513, 3.047, 0.603], [3.455, 2.848, -0.311], [2.229, -5.090, 0.670], [0.383, -5.530, 0.950], [1.152, -4.049, 1.724], [-0.421, -3.675, -0.445], [1.064, -4.290, -1.497], [2.555, -2.573, -0.221], [1.092, -1.978, 0.714], [2.230, -1.227, -2.076], [0.490, -1.790, -2.277], [-0.831, -1.001, 0.388], [-1.567, 0.447, -0.462], [-0.052, 2.062, 1.085], [0.397, 0.550, 2.075], [-2.646, 1.018, 1.335], [-1.868, 0.109, 2.721], [2.968, 2.744, -2.974], [2.430, -0.282, 1.094], [4.547, 0.060, 2.787], [5.949, 2.468, 2.403], [5.081, 4.045, 0.474], [11.735, 4.937, 4.392], [10.723, 4.302, 3.446], [9.391, 4.895, 3.510], [8.381, 4.119, 2.792], [8.526, 3.998, 1.276], [9.318, 6.339, 3.314], [9.851, 6.902, 1.997], [11.388, 4.895, 5.429], [12.685, 4.398, 4.335], [11.940, 5.979, 4.135], [10.649, 3.244, 3.723], [11.131, 4.330, 2.427], [7.387, 4.523, 3.019], [8.373, 3.106, 3.213], [8.229, 4.914, 0.764], [7.867, 3.204, 0.907], [9.543, 3.741, 0.971], [9.857, 6.825, 4.134], [8.282, 6.672, 3.446], [10.794, 6.444, 1.694], [10.031, 7.977, 2.103], [9.130, 6.784, 1.187], [5.666, -1.301, -2.164], [6.360, -2.108, -3.253], [6.671, -3.481, -2.871], [7.553, -4.158, -3.822], [7.019, -4.407, -5.231], [5.552, -4.283, -2.385], [4.360, -4.477, -3.321], [6.261, -1.278, -1.246], [5.527, -0.269, -2.499], [4.675, -1.698, -1.927], [7.297, -1.588, -3.486], [5.747, -2.068, -4.163], [7.878, -5.114, -3.395], [8.471, -3.566, -3.908], [6.308, -5.234, -5.258], [7.847, -4.683, -5.893], [6.543, -3.523, -5.662], [5.185, -3.832, -1.456], [5.920, -5.267, -2.073], [4.077, -3.558, -3.838], [3.490, -4.806, -2.744], [4.554, -5.250, -4.065], [-8.557, 0.357, -1.548], [-7.253, 1.074, -1.877], [-6.435, 1.388, -0.710], [-5.324, 2.290, -1.012], [-4.232, 1.779, -1.952], [-6.103, 0.268, 0.165], [-5.342, -0.907, -0.447], [-9.164, 0.938, -0.847], [-9.143, 0.217, -2.461], [-8.384, -0.635, -1.121], [-7.523, 2.010, -2.377], [-6.700, 0.475, -2.611], [-4.857, 2.615, -0.075], [-5.742, 3.205, -1.446], [-3.563, 1.074, -1.454], [-3.612, 2.619, -2.284], [-4.638, 1.304, -2.847], [-7.033, -0.117, 0.597], [-5.543, 0.638, 1.031], [-5.723, -1.189, -1.431], [-5.437, -1.784, 0.202], [-4.275, -0.695, -0.534], [-11.554, -2.028, -0.919], [-12.548, -2.093, 0.233], [-12.167, -3.015, 1.299], [-13.239, -3.253, 2.264], [-13.707, -2.072, 3.112], [-10.843, -2.814, 1.880], [-10.547, -1.456, 2.515], [-11.391, -3.017, -1.359], [-11.939, -1.372, -1.705], [-10.588, -1.623, -0.606], [-13.504, -2.423, -0.189], [-12.709, -1.077, 0.614], [-12.948, -4.072, 2.932], [-14.106, -3.639, 1.714], [-13.001, -1.839, 3.911], [-14.657, -2.321, 3.596], [-13.874, -1.170, 2.519], [-10.095, -2.996, 1.101], [-10.649, -3.599, 2.620], [-10.917, -0.622, 1.917], [-9.464, -1.328, 2.617], [-10.968, -1.380, 3.518]], "lowdin_charge": [-0.136, -0.239, -0.239, -0.086, -0.302, -0.075, -0.224, -0.580, 0.483, -0.062, -0.418, 0.123, -0.030, -0.540, 0.849, -0.204, 0.004, -0.004, -0.028, -0.116, 0.049, 0.078, 0.069, 0.075, 0.111, 0.104, 0.114, 0.091, 0.091, 0.140, 0.124, 0.115, 0.109, 0.107, 0.073, 0.085, -0.072, 0.077, 0.095, 0.080, 0.107, -0.093, -0.273, -0.193, -0.263, -0.089, -0.249, -0.088, 0.080, 0.073, 0.064, 0.118, 0.097, 0.107, 0.105, 0.057, 0.056, 0.069, 0.101, 0.115, 0.069, 0.073, 0.054, -0.089, -0.267, -0.193, -0.251, -0.092, -0.248, -0.083, 0.081, 0.066, 0.044, 0.119, 0.099, 0.111, 0.108, 0.055, 0.072, 0.067, 0.095, 0.115, 0.070, 0.060, 0.056, -0.100, -0.269, -0.190, -0.243, -0.081, -0.247, -0.084, 0.082, 0.075, 0.056, 0.119, 0.098, 0.110, 0.111, 0.036, 0.072, 0.074, 0.096, 0.110, 0.070, 0.072, 0.044, -0.088, -0.270, -0.194, -0.252, -0.093, -0.249, -0.086, 0.082, 0.076, 0.043, 0.118, 0.097, 0.111, 0.108, 0.054, 0.071, 0.066, 0.100, 0.115, 0.068, 0.069, 0.054], "smiles": "CCCC[C@]1(CCCCl)OC(=O)O[C@@]1(S)c1ccccn1.CCN(CC)CC.CCN(CC)CC.CCN(CC)CC.CCN(CC)CC", "homo_lumo_gap_ev": 7.715}

***

no.,electronic energy (eV)
1,-80691.057
2,-15952.280
3,-7309.708
4,-78684.057